Entry 1:
This record from the Open Molecules 2025 dataset describes a molecular structure, C33H60Br2N2O10S4. The level of theory is ωB97M-V/def2-TZVPD.

```
! wB97M-V def2-TZVPD RIJCOSX def2/J DEFGRID3
* xyz 0 1
C 1.4728 1.4971 4.3855
C 0.8647 1.1518 3.2831
C 0.0771 0.8127 1.9552
C 0.8880 0.3090 0.6693
C -0.3267 0.2042 -0.4428
C -1.1473 -0.1012 -1.4414
O 1.7048 -0.8320 0.7676
C 1.2605 -2.0481 1.3505
C 0.0157 -2.8362 0.6823
C -1.4499 -2.4772 1.2103
C 1.2507 -2.1142 2.9970
C 1.7838 -3.5716 3.5428
C 0.5819 -4.5802 3.9189
C 1.3066 -5.9792 4.3964
C -0.2882 -4.0905 5.2230
C 1.9058 1.4508 0.0021
C 1.6113 2.9520 0.4497
C 0.3588 3.6992 -0.2860
O 0.5922 4.2304 -1.4475
N -0.9725 3.9533 0.2637
C -2.0564 3.0604 -0.1846
C -1.0300 4.4106 1.6683
O 1.5517 1.4542 -1.4601
C 2.4764 0.5913 -2.1726
N 2.8317 -0.3683 -2.8614
O 3.2632 1.0001 -0.0798
C 4.2248 1.3695 0.8864
O 3.8129 1.5589 2.2393
C 4.8407 1.9984 3.1506
C 4.8535 1.2244 4.5948
C 5.2684 0.0773 0.9205
Br 4.6506 -1.3436 2.2357
C 5.3577 -0.7234 -0.4820
C 6.0954 0.0394 -1.6889
Br 6.5317 -2.3404 -0.0928
S 5.2209 2.8311 0.1731
C 4.8246 3.1810 -1.6217
O 4.8912 4.1549 0.8944
O 6.7191 2.6683 0.2883
H 2.1598 1.7768 5.2771
H -0.5507 1.7237 1.6551
H -0.6936 -0.0265 2.2180
H -1.8595 -0.4160 -2.3155
H 2.1467 -2.7934 1.1339
H 0.1918 -3.9713 0.8969
H 0.0731 -2.6867 -0.4561
H -2.0646 -1.7594 0.5246
H -2.0688 -3.4686 1.2103
H -1.5381 -2.0527 2.2716
H 0.2316 -1.8501 3.4537
H 2.0035 -1.3487 3.4577
H 2.4969 -4.0924 2.8058
H 2.4123 -3.3721 4.5087
H -0.1036 -4.8446 3.0166
H 1.8716 -5.7053 5.3741
H 0.5527 -6.8126 4.6394
H 2.0951 -6.3185 3.6169
H 0.2312 -4.4600 6.2017
H -1.3418 -4.5542 5.1764
H -0.3130 -2.9313 5.3047
H 2.5177 3.6005 0.0934
H 1.5113 3.1614 1.5707
H -2.3083 2.1751 0.5237
H -3.0489 3.6123 -0.4095
H -1.7269 2.5692 -1.1876
H -0.0134 4.6524 2.1621
H -1.6159 3.6108 2.2846
H -1.6790 5.3791 1.7233
H 5.9229 1.9780 2.7769
H 4.6120 3.1129 3.4164
H 5.8808 0.7808 4.8631
H 4.4751 1.9041 5.4567
H 4.1100 0.3237 4.5731
H 6.3100 0.3581 1.3105
H 4.3510 -1.2054 -0.8208
H 6.9556 0.7370 -1.3889
H 6.5796 -0.7890 -2.3559
H 5.2818 0.5210 -2.3447
H 3.7174 3.0464 -1.8980
H 5.0424 4.3220 -1.7567
H 5.5580 2.6633 -2.3629
C -5.0394 -3.5239 -1.9810
S -5.6049 -3.5485 -0.2649
O -4.3922 -3.4886 0.6076
C -6.1764 -5.2622 -0.2827
H -4.6018 -2.5455 -2.1873
H -4.2856 -4.2981 -2.1363
H -5.8890 -3.6873 -2.6471
H -5.3513 -5.9277 -0.5444
H -6.9883 -5.3683 -1.0048
H -6.5437 -5.5148 0.7133
C -1.4175 2.4314 -4.7496
S -2.9456 1.4690 -4.8096
O -2.7262 0.2282 -4.0008
C -2.8093 1.0124 -6.5511
H -1.2745 2.7917 -3.7291
H -0.5704 1.8044 -5.0346
H -1.4979 3.2848 -5.4258
H -1.8749 0.4742 -6.7232
H -2.8437 1.9127 -7.1673
H -3.6516 0.3676 -6.8065
C -7.6261 3.7736 -5.1604
S -6.7391 2.2104 -4.9744
O -6.4203 1.7087 -6.3470
C -8.1544 1.2666 -4.3664
H -6.9382 4.5152 -5.5699
H -8.4689 3.6454 -5.8424
H -7.9805 4.1099 -4.1840
H -8.9641 1.2955 -5.0983
H -8.4913 1.6863 -3.4165
H -7.8408 0.2327 -4.2135
*
```

The LUMO energy comes out at 0.254 eV. The orbital gap is 9.35 eV.

***

Entry 2:
This record from the Open Molecules 2025 dataset describes 2 unconnected molecules or ions with the total composition C2H4N2S. The level of theory is ωB97M-V/def2-TZVPD.

```
! wB97M-V def2-TZVPD RIJCOSX def2/J DEFGRID3
* xyz 0 1
C 1.8763 -1.0986 0.0524
C -1.3709 0.2936 0.0064
N 2.2356 0.0380 -0.0732
N -2.5659 0.6843 0.0277
S -0.9225 -1.3428 0.1011
H 2.3162 -2.0543 0.1779
H -0.4762 0.9525 -0.0797
H 1.6276 0.8446 -0.1773
H -2.7203 1.6825 -0.0353
*
```

The LUMO energy (alpha / beta) comes out at -1.393 / -0.953 eV. As for the energy above the lowest of the compared OMol25 structures with the same formula, charge and spin: 77.0 kcal per mole. The orbital gap (alpha / beta) is 7.10 / 7.65 eV.

***

Entry 3:
This record from the Open Molecules 2025 dataset describes 2 unconnected molecules or ions with the total composition C2H5NO4. The level of theory is ωB97M-V/def2-TZVPD.

```
! wB97M-V def2-TZVPD RIJCOSX def2/J DEFGRID3
* xyz 0 1
C -1.7301 0.9845 0.3205
C -0.0607 -0.6236 -0.0737
N 2.9314 0.1660 -0.9032
O 2.9935 -0.4318 0.1945
O 0.2519 -1.6492 -0.7426
O 0.4949 -0.2279 0.9285
O -1.1396 0.0683 -0.6339
H -1.1166 1.9119 0.2552
H -1.5878 0.5411 1.3025
H -2.8392 1.2442 0.1323
H -0.2667 -1.6232 -1.6217
H 2.0689 -0.3602 0.8416
*
```

The LUMO energy (alpha / beta) comes out at 0.336 / 0.359 eV. As for the energy above the lowest of the compared OMol25 structures with the same formula, charge and spin: 140.5 kcal per mole. The orbital gap (alpha / beta) is 8.07 / 8.06 eV.

***

Entry 4:
This record from the Open Molecules 2025 dataset describes a molecular structure, C37H37AsBrN6OS2Tc. The level of theory is ωB97M-V/def2-TZVPD.

```
! wB97M-V def2-TZVPD RIJCOSX def2/J DEFGRID3
* xyz 1 2
Tc -0.2130 -0.2343 0.0217
N -3.6220 2.3251 1.5962
C -2.7427 1.4015 1.1037
S -1.1325 2.0549 0.5460
N -3.0300 0.1595 1.0000
N -2.1222 -0.7037 0.5687
C -2.3706 -2.0134 0.7215
C -1.3421 -2.8877 0.3925
C -1.4220 -4.2860 0.6090
C -0.3481 -5.0823 0.3435
C 0.8134 -4.4921 -0.1887
C 0.8368 -3.1305 -0.3922
N -0.1763 -2.3161 -0.0873
H -3.5055 3.2717 1.2658
H -4.5782 2.0063 1.6343
H -3.3120 -2.3369 1.1418
H -2.3422 -4.6936 0.9975
H -0.3870 -6.1424 0.5443
H 1.6694 -5.0912 -0.4474
H 1.7193 -2.6561 -0.8027
S 2.0691 0.3119 -0.4540
C 2.4126 0.0536 -2.1539
C 3.7221 -0.1683 -2.5642
C 3.9951 -0.3666 -3.9037
C 2.9736 -0.3232 -4.8389
C 1.6685 -0.0871 -4.4348
C 1.3738 0.1003 -3.0916
As -0.4142 0.4381 -2.3800
C -1.4061 0.0465 -4.0252
C -1.7140 -1.2703 -4.3552
C -2.1890 -1.5734 -5.6222
C -2.3739 -0.5660 -6.5563
C -2.0843 0.7484 -6.2307
C -1.5936 1.0518 -4.9726
C -0.4669 2.3903 -2.4155
C 0.6903 3.1500 -2.3198
C 0.6149 4.5301 -2.2313
C -0.6157 5.1623 -2.2372
C -1.7793 4.4144 -2.3391
C -1.7045 3.0342 -2.4141
H 4.5116 -0.1954 -1.8303
H 5.0093 -0.5483 -4.2210
H 3.1890 -0.4801 -5.8837
H 0.8696 -0.0585 -5.1675
H -1.5695 -2.0531 -3.6153
H -2.4021 -2.5969 -5.8949
H -2.7326 -0.8064 -7.5449
H -2.2216 1.5317 -6.9632
H -1.3440 2.0789 -4.7314
H 1.6588 2.6639 -2.3148
H 1.5206 5.1133 -2.1694
H -0.6729 6.2375 -2.1650
H -2.7399 4.9107 -2.3786
H -2.6134 2.4375 -2.4687
Br 2.3307 4.3674 5.4325
C 1.2630 3.7239 3.9966
C 1.8084 3.6128 2.7254
C 1.0374 3.0799 1.7133
C -0.2693 2.6755 1.9704
C -0.8249 2.8213 3.2318
C -0.0474 3.3495 4.2485
H 2.8166 3.9458 2.5323
H 1.4462 2.9672 0.7195
H -1.8490 2.5400 3.4254
H -0.4522 3.4784 5.2397
C 2.7963 -1.8002 2.1212
N 1.7647 -1.9510 3.1189
C 2.1434 -2.7566 4.2643
C 0.9049 -3.4064 4.8545
C -0.0748 -2.3006 5.2055
N -0.2982 -1.4484 4.0528
C -1.5272 -0.6916 4.0818
C 0.5992 -1.2745 3.0556
O 0.3447 -0.4820 2.1186
H 3.0021 -2.7640 1.6509
H 3.7170 -1.4304 2.5773
H 2.4753 -1.0910 1.3647
H 2.6504 -2.1310 5.0116
H 2.8475 -3.5192 3.9219
H 1.1520 -3.9845 5.7423
H 0.4633 -4.0746 4.1117
H 0.2965 -1.6984 6.0464
H -1.0367 -2.7254 5.5050
H -1.5359 -0.0460 4.9626
H -2.3799 -1.3742 4.1291
H -1.5976 -0.0762 3.1889
*
```

The LUMO energy (alpha / beta) comes out at -3.556 / -3.590 eV. As for the expectation value of S²: 0.866. The orbital gap (alpha / beta) is 6.04 / 5.97 eV.

***

Entry 5:
This record from the Open Molecules 2025 dataset describes a gas-phase ion, C4H7N2S (charge +1). The level of theory is ωB97M-V/def2-TZVPD.

```
! wB97M-V def2-TZVPD RIJCOSX def2/J DEFGRID3
* xyz 1 1
C -0.2945 -0.0984 0.7655
C -0.9592 -0.1160 3.3028
C -0.2175 0.5074 -1.5067
C 0.5580 -0.8209 -1.4745
N -0.1865 0.2384 2.3496
N -0.6229 0.7475 -0.1303
S 0.6582 -1.4392 0.2589
H -0.5610 0.4041 4.2240
H -1.8879 -0.6597 3.4289
H 0.5522 1.2208 -1.7999
H -1.0794 0.6971 -2.0252
H -0.0607 -1.3928 -2.0868
H 1.5803 -0.8535 -1.8097
H -1.2364 1.4821 0.1405
*
```

The LUMO energy comes out at -4.204 eV. As for the energy above the lowest of the compared OMol25 structures with the same formula, charge and spin: 56.3 kcal per mole. The orbital gap is 9.97 eV.

***

Entry 6:
This record from the Open Molecules 2025 dataset describes 2 unconnected molecules or ions with the total composition C13H15Br3F2NO3. The level of theory is ωB97M-V/def2-TZVPD.

```
! wB97M-V def2-TZVPD RIJCOSX def2/J DEFGRID3
* xyz 1 1
C 3.1877 -2.2457 -1.2384
C 2.2986 -1.7374 -0.0841
F 1.7231 -2.8170 0.5495
C 1.2921 -0.6800 -0.4701
C -0.0729 -0.9478 -0.5941
C -0.6312 -2.3343 -0.3889
O -1.2242 -2.6885 0.5837
O -0.3666 -3.1613 -1.4175
C -0.9872 0.0560 -0.9102
C -2.4776 -0.1404 -1.0238
C -2.9502 -0.0477 -2.4604
O -3.5451 0.8674 -2.8946
F -2.6267 -1.1088 -3.2040
C -0.4912 1.3247 -1.1322
N 0.8221 1.6046 -1.0544
C 1.1916 3.0013 -1.3497
C 1.6990 0.6292 -0.7321
Br 3.5434 1.0483 -0.6593
H 2.7276 -2.1593 -2.2224
H 3.3627 -3.3052 -1.0396
H 4.1609 -1.7638 -1.1841
H 2.9720 -1.2815 0.6507
H -1.1058 -3.7798 -1.5238
H -2.8339 -1.0401 -0.5186
H -2.9499 0.6900 -0.4924
H -1.1801 2.1159 -1.4053
H 2.2465 3.2058 -1.2206
H 0.8619 3.2847 -2.3488
H 0.6416 3.6350 -0.6488
Br 0.1653 -0.2734 4.7933
C -0.8293 1.3678 4.4867
C -1.7188 1.2461 3.2790
Br -0.6934 1.3806 1.6156
H -0.1018 2.1682 4.3990
H -1.4266 1.5186 5.3833
H -2.4325 2.0665 3.2412
H -2.2514 0.3013 3.2360
*
```

The LUMO energy comes out at -4.539 eV. The orbital gap is 8.21 eV.

***

Entry 7:
This record from the Open Molecules 2025 dataset describes a molecular structure, C17H18Cl6N4O2STc. The level of theory is ωB97M-V/def2-TZVPD.

```
! wB97M-V def2-TZVPD RIJCOSX def2/J DEFGRID3
* xyz 2 4
Tc -0.9144 0.2260 -0.1506
C 0.4693 -2.1929 -4.8114
O -0.2460 -1.9256 -3.6063
C -0.2840 -0.7343 -3.0648
O -0.9336 -0.6033 -2.0159
N 0.3558 0.3116 -3.6178
N 0.3133 1.5489 -2.9573
H 0.3039 -3.2510 -5.0065
H 1.5379 -2.0180 -4.6771
H 0.0781 -1.6109 -5.6480
H 0.7954 0.2343 -4.5298
H -0.2962 2.2060 -3.4406
H 1.2460 1.9472 -2.8816
Cl 1.9639 2.5208 0.4195
C 0.4106 3.1587 0.1025
C -0.6346 2.2725 -0.1230
C -1.8896 2.8183 -0.4004
Cl -3.0753 1.5978 -0.6918
C -2.1565 4.1771 -0.4168
Cl -3.7300 4.7644 -0.7374
C -1.0813 5.0529 -0.1724
Cl -1.3433 6.7348 -0.1903
C 0.2042 4.5423 0.0717
Cl 1.5188 5.6075 0.3496
Cl -0.8270 -6.7936 0.2009
C -0.3562 -5.1485 0.1954
C -0.9984 -4.2286 1.0277
C -0.5999 -2.9086 1.0334
C 0.4203 -2.4497 0.1820
C 0.8273 -1.0258 0.1362
C 1.0384 -3.3911 -0.6522
C 0.6723 -4.7184 -0.6442
H -1.8105 -4.5575 1.6551
H -1.1176 -2.2102 1.6805
H 1.5420 -0.8947 -0.6822
H 1.3445 -0.7342 1.0555
H 1.8349 -3.0697 -1.3053
H 1.1636 -5.4312 -1.2866
C 0.8635 1.8649 5.1299
N -0.0628 1.6257 4.0420
C -0.1411 0.5242 3.3308
N 0.6544 -0.5153 3.5328
S -1.4512 0.4087 2.1807
H 0.5895 2.7840 5.6413
H 1.8804 1.9711 4.7511
H 0.8225 1.0523 5.8574
H -0.7135 2.3661 3.8122
H 1.3353 -0.5288 4.2797
H 0.4785 -1.3774 3.0402
*
```

The LUMO energy (alpha / beta) comes out at -6.986 / -7.591 eV. As for the expectation value of S²: 3.822. As for the energy above the lowest of the compared OMol25 structures with the same formula, charge and spin: 24.7 kcal per mole. The orbital gap (alpha / beta) is 6.79 / 6.14 eV.

***

Entry 8:
This record from the Open Molecules 2025 dataset describes 2 unconnected molecules or ions with the total composition C2H9NO. The level of theory is ωB97M-V/def2-TZVPD.

```
! wB97M-V def2-TZVPD RIJCOSX def2/J DEFGRID3
* xyz 0 1
C 0.7991 0.2098 -1.2067
N -0.2649 0.1365 -0.2151
C -0.0062 0.9346 1.0126
H 0.7648 -0.6702 -1.8348
H 0.6837 1.0222 -1.9488
H 1.7519 0.3044 -0.7014
H -1.1217 0.4775 -0.6050
H 1.0301 1.2227 1.0748
H -0.5450 1.8787 0.9674
H -0.3111 0.3363 1.8594
O -0.9332 -1.9542 0.8627
H -0.4698 -1.1984 0.2717
H -1.3779 -2.6999 0.4633
*
```

As for the SMILES: CNC.O. The LUMO energy comes out at 0.916 eV. As for the energy above the lowest of the compared OMol25 structures with the same formula, charge and spin: 19.8 kcal per mole. The orbital gap is 10.15 eV.

***

Entry 9:
This record from the Open Molecules 2025 dataset describes 2 unconnected molecules or ions with the total composition CH2FN5. The level of theory is ωB97M-V/def2-TZVPD.

```
! wB97M-V def2-TZVPD RIJCOSX def2/J DEFGRID3
* xyz 0 1
C 1.4236 1.7506 -0.1122
N 1.2479 2.8584 -0.1819
N 1.7615 0.4793 0.0210
N 1.2275 -0.6433 0.0970
N -1.9257 0.0197 0.3860
N 0.2478 -1.1877 -0.3780
F 0.1424 -2.5014 0.1339
H -2.3000 -0.8110 0.6232
H -1.8250 0.0355 -0.5889
*
```

The LUMO energy (alpha / beta) comes out at -4.233 / -4.234 eV. As for the energy above the lowest of the compared OMol25 structures with the same formula, charge and spin: 108.4 kcal per mole. The orbital gap (alpha / beta) is 5.35 / 5.35 eV.

***

Entry 10:
This record from the Open Molecules 2025 dataset describes a single C2H3N3O molecule. The level of theory is ωB97M-V/def2-TZVPD.

```
! wB97M-V def2-TZVPD RIJCOSX def2/J DEFGRID3
* xyz 0 1
N 1.0384 -0.9793 -0.0512
C 0.6415 0.3329 0.0250
O 1.4915 1.1748 0.3310
C -0.8224 0.6801 -0.0704
N -1.7952 -0.3335 -0.3246
N -1.8763 0.1788 0.7753
H 0.3931 -1.6585 -0.4272
H 2.0613 -1.1665 -0.0517
H -1.1319 1.7712 -0.2062
*
```

As for the SMILES: NC(=O)C1N=N1. The LUMO energy comes out at -0.045 eV. As for the energy above the lowest of the compared OMol25 structures with the same formula, charge and spin: 53.2 kcal per mole. The orbital gap is 10.14 eV.

***

Number 1: DFT total energy -8895.37305 Eh. Number 2: DFT total energy -586.17165 Eh. Number 3: DFT total energy -434.77014 Eh. Number 4: DFT total energy -7522.74349 Eh. Number 5: DFT total energy -663.98499 Eh. Number 6: DFT total energy -8706.38974 Eh. Number 7: DFT total energy -4267.67138 Eh. Number 8: DFT total energy -211.55351 Eh. Number 9: DFT total energy -412.59290 Eh. Number 10: DFT total energy -317.44760 Eh.